Record 1
# C16H46O9S7Tl

C16H46O9S7Tl as an isolated structure at a distorted geometry (wB97M-V/def2-TZVPD, the Open Molecules 2025 dataset).

The geometry in XYZ format:
```
79
Properties=species:S:1:pos:R:3:forces:R:3
Tl -0.78878 -2.37541 -3.99779 -0.1 0.1 0.4
O 0.91560 -0.29773 -2.76847 -2.1 -0.4 1.5
C 0.55858 -0.13255 -1.51707 6.9 0.4 -3.3
C -0.98419 -0.29940 -0.95931 -4.8 -1.7 1.9
O -1.51762 -1.43551 -1.26549 1.3 1.8 -0.5
H 1.01247 0.83085 -1.25450 -1.7 1.0 0.7
H 1.14584 -0.82840 -0.89682 -1.1 -1.0 0.5
H -1.43130 0.63412 -1.33474 0.3 -0.1 -1.2
H -0.95373 -0.14723 0.12644 1.2 -0.1 0.2
C 1.36308 6.38314 -0.36912 -1.2 -0.3 -0.1
S 0.05409 5.08086 -0.10512 -1.0 0.4 0.3
O -1.32263 5.68983 -0.31483 1.7 -0.4 -0.1
C 0.30790 3.93744 -1.50641 -0.1 0.3 0.0
H 0.98493 7.02581 -1.16343 0.2 -0.1 -0.2
H 2.35995 5.98837 -0.54884 -0.1 -0.2 -0.1
H 1.35387 6.96748 0.54933 0.0 -0.1 0.1
H 0.42980 4.47776 -2.44345 0.3 -0.1 0.0
H -0.60212 3.34068 -1.58347 -0.2 0.3 0.2
H 1.10523 3.23071 -1.27350 0.4 0.3 -0.1
C 4.29058 0.20456 -1.12558 0.6 -0.5 0.1
S 5.49199 0.44567 -2.45977 -0.5 0.4 -1.6
O 6.54849 -0.58788 -2.40688 -0.3 -0.1 0.4
C 4.39151 -0.14791 -3.82290 -0.3 -1.3 0.7
H 4.88734 0.50696 -0.26482 -0.5 0.0 0.3
H 4.02622 -0.84982 -1.02729 0.1 0.0 -0.1
H 3.39721 0.80779 -1.27528 0.2 0.3 0.0
H 3.39335 0.27401 -3.94379 0.3 0.8 0.0
H 4.16303 -1.16773 -3.48969 0.2 -0.1 0.1
H 4.92049 -0.30116 -4.76007 0.2 0.6 0.1
C -3.29904 0.03790 2.69365 -1.2 0.2 -0.8
S -3.48626 0.74341 4.37694 0.1 1.0 -0.2
O -2.83067 2.09753 4.31811 -0.6 -1.0 0.0
C -5.29656 1.01645 4.37163 0.5 0.6 -1.0
H -3.59043 0.78525 1.94871 0.6 0.6 0.3
H -4.02829 -0.72557 2.40675 0.2 -0.5 0.8
H -2.29189 -0.32773 2.51436 0.1 0.1 0.3
H -5.73961 0.02881 4.26769 -0.4 0.1 0.5
H -5.60694 1.66690 3.54810 0.4 -0.4 -0.5
H -5.58423 1.66589 5.19676 0.2 -0.8 0.7
C 1.45043 -2.54358 5.05369 0.2 -0.9 0.0
S 2.28658 -1.60460 3.74107 0.6 -0.3 -1.1
O 3.48048 -2.38705 3.27447 -0.3 0.3 0.7
C 1.13661 -1.97451 2.36821 -0.8 -0.4 1.4
H 1.97073 -2.32306 5.98441 -0.1 0.3 0.0
H 1.60278 -3.61342 4.88783 0.2 0.1 -0.4
H 0.37227 -2.42439 5.15588 0.1 0.6 -0.1
H 1.55921 -1.83932 1.37803 0.4 0.4 0.3
H 0.21822 -1.40647 2.53067 -0.1 0.0 -0.3
H 0.93856 -3.03333 2.53700 -0.2 0.0 -0.3
C -0.59070 2.42603 2.48451 0.5 -0.9 -1.8
S 1.18163 2.88497 2.34188 -0.7 -0.9 2.5
O 1.55828 2.76978 3.80030 0.5 0.6 -1.0
C 1.81998 1.31512 1.65288 -0.8 0.0 0.1
H -1.12013 3.06497 3.18048 0.1 0.3 -0.3
H -0.76773 1.38952 2.77756 0.8 0.0 0.7
H -0.95113 2.35738 1.44930 -0.5 0.9 0.0
H 2.09374 0.80417 2.57645 0.4 0.0 -0.2
H 2.64163 1.46959 0.95802 0.1 0.0 0.1
H 0.99932 0.74818 1.20741 0.1 0.1 -0.3
C -4.58284 -0.04523 -2.59869 -0.2 -0.4 -1.2
S -4.46016 -0.27637 -4.44826 0.3 -1.5 1.5
O -3.11211 -0.94433 -4.53850 0.9 0.1 -0.5
C -5.51767 -1.74188 -4.73133 -0.7 0.7 0.0
H -3.58915 0.26917 -2.28659 -0.2 0.8 -0.4
H -4.67868 -0.99207 -2.06693 -0.7 -0.1 -0.3
H -5.39454 0.66911 -2.48720 0.1 0.0 0.7
H -5.40872 -1.96622 -5.79151 0.4 -0.1 0.1
H -6.58791 -1.57097 -4.59802 0.1 0.3 0.2
H -5.20934 -2.55478 -4.07886 0.3 0.1 -0.1
C 1.38615 -4.61894 0.20192 0.1 0.9 -0.4
S 1.55511 -5.00771 -1.58230 -0.6 2.2 -0.7
O 0.28699 -4.51621 -2.30356 0.7 -0.5 0.8
C 2.69070 -3.60228 -1.94615 0.9 -1.0 -0.2
H 2.35208 -4.47298 0.69009 0.2 -0.7 -0.2
H 0.75474 -5.32560 0.73184 0.0 -0.1 -0.2
H 0.98333 -3.60688 0.25009 -0.6 -0.2 -0.2
H 2.34715 -2.60978 -1.66126 -0.4 -0.3 0.4
H 2.89170 -3.56377 -3.01772 -0.4 -0.3 -0.1
H 3.66519 -3.84638 -1.51717 0.0 0.2 0.3
```
Forces are in eV/Å.

Summary:
Total charge   +1
Kohn-Sham gap   3.0 eV
Highest occupied orbital energy   -10.6 eV

Record 2
# C2H3NO3S

One molecule with the formula C2H3NO3S at a distorted geometry (wB97M-V/def2-TZVPD, the Open Molecules 2025 dataset).

The geometry in XYZ format:
```
10
Properties=species:S:1:pos:R:3:forces:R:3
C -1.08953 -1.05792 -0.32945 0.8 -2.4 -1.0
C -0.96021 -0.16005 0.64347 -2.4 2.2 0.4
N 1.49566 -0.42483 -0.47345 2.0 0.8 0.4
O -0.83179 -1.91972 -1.05322 -1.2 1.5 0.7
O 0.72518 1.81414 0.67182 0.9 0.1 -0.6
O -0.04306 1.04036 -1.58236 -0.4 1.1 -0.2
S 0.68853 0.83545 -0.37697 -1.1 -0.7 -0.3
H -1.59594 0.77848 0.74298 0.7 -1.7 -0.3
H -0.61529 -0.62109 1.54425 0.2 -0.1 0.5
H 2.22643 -0.28480 0.21292 0.5 -0.7 0.4
```
Forces are in eV/Å.

Summary:
Kohn-Sham gap   9.9 eV
Highest occupied orbital energy   -10.1 eV
Relative energy (zero: lowest compared OMol25 entry of this formula, charge and spin)   76.2 kcal/mol

Record 3
# C22H23BrN5OPPtSe4

C22H23BrN5OPPtSe4 as an isolated structure (wB97M-V/def2-TZVPD, the Open Molecules 2025 dataset).

The geometry in XYZ format:
```
58
Properties=species:S:1:pos:R:3:forces:R:3
Pt -2.09495 -1.10833 -1.66573 -0.2 -0.2 -0.3
Br 1.15958 5.47313 -0.65474 0.0 0.0 0.0
C 0.42125 3.84695 -1.25713 0.0 0.0 0.0
C 0.87718 3.27579 -2.45701 0.0 0.0 0.0
C 0.38390 2.07150 -2.88509 0.0 0.1 0.0
C -0.59020 1.35989 -2.14543 0.0 0.0 0.0
O -0.98299 0.22080 -2.63676 0.0 0.0 0.0
C -1.05998 1.95335 -0.94213 0.0 0.0 0.0
C -2.02342 1.36170 -0.07567 0.0 0.0 0.0
N -2.51263 0.16931 -0.17424 0.0 -0.1 0.0
C -3.47305 -0.35127 0.74321 0.0 0.0 0.0
C -4.06409 0.32797 1.77571 0.0 0.0 0.0
C -4.98145 -0.32293 2.62457 0.0 0.0 0.0
C -5.29420 -1.64007 2.44403 0.0 0.0 0.0
C -4.70582 -2.36645 1.38392 0.0 0.0 0.0
C -4.97361 -3.73185 1.13535 0.0 0.0 0.0
C -4.35652 -4.36105 0.09277 0.0 0.0 0.0
C -3.48773 -3.63034 -0.73033 0.0 0.0 0.0
N -3.23327 -2.35042 -0.54235 0.0 0.0 0.0
C -3.81033 -1.70662 0.52594 0.0 0.0 0.0
C -0.54497 3.20908 -0.53457 0.0 0.0 0.0
H 1.61727 3.79990 -3.04829 0.0 0.0 0.0
H 0.71689 1.64102 -3.82072 0.0 0.0 0.0
H -2.35045 1.98060 0.75518 0.0 0.0 0.0
H -3.85261 1.37204 1.95904 0.0 0.0 0.0
H -5.43846 0.23891 3.42703 0.0 0.0 0.0
H -5.99451 -2.13965 3.10013 0.0 0.0 0.0
H -5.66255 -4.26426 1.77870 0.0 0.0 0.0
H -4.52788 -5.40488 -0.12510 0.0 0.0 0.0
H -2.99034 -4.11156 -1.56195 0.0 0.0 0.0
H -0.91943 3.65795 0.37765 0.0 0.0 0.0
Se 0.63656 -2.65201 -2.23346 -0.1 0.1 -0.1
Se 1.05681 -1.77846 -4.16341 -0.3 0.0 -0.1
Se -1.04097 -1.73142 -5.25817 0.3 -0.1 0.2
Se -2.36337 -2.60582 -3.71058 0.2 0.3 0.3
C 4.91891 -0.24369 0.35516 0.0 0.0 0.0
N 4.01493 -0.62279 1.54344 0.0 0.0 0.0
C 3.82188 0.63787 2.40395 0.0 0.0 0.0
N 3.30373 1.70365 1.62907 0.0 0.0 0.0
C 4.19238 2.00341 0.50808 0.0 0.0 0.0
N 4.36966 0.84548 -0.36624 0.0 0.0 0.0
C 3.14128 0.49345 -1.08400 0.0 0.0 0.0
P 1.72362 0.03345 0.03180 0.0 0.0 0.1
C 2.69724 -1.17227 1.07447 0.1 0.0 0.0
C 1.92348 1.48061 1.19184 0.0 0.0 0.0
H 5.01655 -1.13388 -0.26517 0.0 0.0 0.0
H 5.88444 0.02036 0.78706 0.0 0.0 0.0
H 4.49389 -1.32994 2.10291 0.0 0.0 0.0
H 4.80814 0.88488 2.79759 0.0 0.0 0.0
H 3.15185 0.36627 3.21902 0.0 0.0 0.0
H 5.16599 2.30367 0.89793 0.0 0.0 0.0
H 3.77703 2.82969 -0.06640 0.0 0.0 0.0
H 3.34504 -0.33625 -1.76530 0.0 0.0 0.0
H 2.83228 1.34360 -1.69374 0.0 0.0 0.0
H 2.90061 -2.07467 0.49536 0.0 0.0 0.0
H 2.12188 -1.45514 1.95693 0.0 0.0 0.0
H 1.28363 1.34173 2.06654 0.0 0.0 0.0
H 1.57189 2.37797 0.67938 0.0 0.0 0.0
```
Forces are in eV/Å.

Summary:
Total charge   +2
Kohn-Sham gap (alpha / beta)   5.1 / 5.0 eV
Highest occupied orbital energy (alpha / beta)   -13.0 / -13.0 eV
Relative energy (zero: lowest compared OMol25 entry of this formula, charge and spin)   1.6 kcal/mol

Record 4
# C10H20F6O8V

C10H20F6O8V as an isolated structure at a distorted geometry (wB97M-V/def2-TZVPD, the Open Molecules 2025 dataset).

The geometry in XYZ format:
```
45
Properties=species:S:1:pos:R:3:forces:R:3
O 0.44832 -0.81018 -0.92812 -0.2 0.8 -0.1
V -0.44313 0.06942 -0.00709 1.8 -2.8 2.7
C 2.00445 1.03045 1.64337 -1.4 1.1 -0.8
O 2.57546 0.90222 0.34557 0.2 -0.1 0.4
O 0.84489 0.36540 1.70232 -1.1 -0.6 -1.1
C 3.00693 0.61455 2.71611 -0.2 -0.7 0.2
F 2.52485 0.83592 3.95168 -0.1 0.3 0.0
F 3.30406 -0.68674 2.65902 0.2 0.0 -0.2
F 4.15309 1.31784 2.60858 0.1 0.0 0.0
C 3.25200 2.01385 -0.15874 1.0 0.3 -1.0
C 4.00720 1.56599 -1.41029 0.0 0.4 0.4
H 3.29896 1.26271 -2.17996 0.2 -0.3 -0.1
H 4.61118 2.39542 -1.78605 -0.1 0.0 -0.1
H 4.70402 0.77783 -1.13086 -0.2 -0.3 -0.2
H 4.00045 2.42620 0.52240 -0.2 0.0 0.3
H 2.59649 2.83912 -0.47626 -0.4 -0.1 0.4
H 1.78683 2.10666 1.82964 0.6 0.2 0.0
C -1.87498 -2.47817 0.88724 0.3 -0.3 -1.2
O -1.66961 -2.52443 -0.54418 -0.8 0.3 -0.6
O -1.25673 -1.39813 1.33248 0.2 1.7 -0.6
C -3.40702 -2.48010 1.14589 0.3 0.5 0.8
F -3.65339 -3.01994 2.35557 -0.1 -0.1 -0.1
F -3.91456 -1.23088 1.17430 -0.1 -0.1 -0.3
F -4.11267 -3.17342 0.23974 -0.2 -0.1 0.0
C -1.86141 -3.71421 -1.28207 1.0 -1.3 0.4
C -0.92628 -3.69300 -2.50147 -0.8 0.7 1.1
H -1.06666 -2.69827 -2.92907 0.3 -0.2 -0.5
H 0.08084 -3.79655 -2.10798 0.2 0.1 -0.4
H -1.19812 -4.48289 -3.19532 0.1 0.0 -0.1
H -2.89369 -3.93229 -1.56277 -0.1 0.4 0.0
H -1.52184 -4.54203 -0.64091 -0.3 -0.1 0.0
H -1.48568 -3.42144 1.30588 0.0 -0.1 0.1
O -2.14085 0.03755 -1.33132 -0.4 0.5 -0.3
H -2.43071 0.71621 -1.94765 0.0 0.1 0.1
H -2.66160 -0.75369 -1.52492 0.4 -0.4 0.4
C -1.21467 3.01106 0.86253 1.2 -0.1 -0.1
C -0.60910 3.15261 -0.52785 0.3 -0.2 -0.2
O 0.14564 1.96999 -0.91644 -0.9 0.3 0.5
O -1.61347 1.66312 1.03275 -0.9 0.3 -0.5
H -2.01441 3.75311 0.90407 -0.2 -0.3 0.3
H -0.45064 3.22968 1.61166 -0.1 0.2 0.0
H 0.10305 3.97780 -0.54187 -0.3 0.2 0.0
H -1.39509 3.31619 -1.26828 0.0 0.0 0.0
H 0.23353 2.02239 -1.87404 0.3 -0.4 0.0
H -1.86593 1.46309 1.94274 0.2 -0.1 0.0
```
Forces are in eV/Å.

Summary:
Kohn-Sham gap (alpha / beta)   7.9 / 7.9 eV
Highest occupied orbital energy (alpha / beta)   -8.6 / -8.6 eV
⟨S²⟩   0.772
2S+1   2